Below is a molecular structure, C43H44N2O5PS2SiTl, with properties calculated with the ωB97M-V functional and the def2-TZVPD basis.

Values from the calculation:
Net charge: -2
Energy above the lowest of the compared OMol25 structures with the same formula, charge and spin, kJ/mol: 10.0
E_HOMO, eV: -2.01
Molecular weight, u: 996.411
Kohn-Sham gap, eV: 6.11

Geometry as XYZ:
```
99
Properties=species:S:1:pos:R:3:forces:R:3:lowdin_charge:R:1
Tl -0.490089 -1.536163 0.952348 0.011 -0.070 0.108 0.776
C -2.093934 3.882183 -4.823397 0.018 -0.020 0.050 -0.067
C -2.143851 3.334735 -3.419164 0.046 -0.027 -0.038 -0.286
C -1.563165 2.106597 -3.114582 0.022 -0.014 0.019 -0.038
C -1.569016 1.603087 -1.819252 -0.036 0.004 -0.129 -0.063
C -2.168801 2.344368 -0.808881 -0.085 -0.090 -0.076 -0.351
C -2.759770 3.566109 -1.092154 -0.001 0.107 -0.064 -0.076
C -2.747470 4.053945 -2.392688 -0.002 -0.011 0.068 -0.056
S -2.081357 1.805745 0.919508 0.218 0.030 0.147 0.907
O 0.564685 3.474238 0.529133 0.142 -0.043 0.004 -0.009
O -3.331257 2.364845 1.512501 -0.036 -0.122 -0.031 -0.508
N -2.087141 0.189074 0.728942 -0.382 -0.267 0.015 -0.269
C -3.203812 -0.549962 0.459707 0.171 0.070 -0.099 -0.408
C -4.482404 -0.109992 0.044652 0.141 0.048 0.084 -0.014
C -5.455006 -1.058418 -0.174499 0.005 -0.066 0.006 -0.096
C -5.191503 -2.418057 0.023743 -0.049 0.135 -0.034 -0.098
C -3.916777 -2.762027 0.426206 0.089 0.080 0.076 -0.162
N -2.962760 -1.859935 0.621178 -0.222 -0.090 -0.237 0.043
H -2.085252 3.075444 -5.557485 -0.006 0.003 -0.004 0.070
H -1.189119 4.476283 -4.977918 -0.002 -0.003 0.002 0.076
H -2.951483 4.525015 -5.029367 -0.001 -0.003 0.002 0.066
H -1.102744 1.521230 -3.904329 0.001 -0.003 -0.008 0.109
H -1.154622 0.619362 -1.613065 0.069 -0.020 0.083 0.078
H -3.234454 4.119308 -0.289709 0.012 -0.044 -0.022 0.102
H -3.211567 5.010120 -2.613975 -0.013 -0.004 0.005 0.101
H -4.676036 0.944993 -0.076801 0.004 0.022 0.014 0.096
H -6.438103 -0.741101 -0.505432 -0.002 0.003 0.017 0.096
H -5.947642 -3.175290 -0.131290 -0.009 0.004 0.004 0.085
H -3.629110 -3.789760 0.621453 0.016 0.012 -0.004 0.099
O 1.365353 -0.918987 4.620132 -0.034 -0.027 0.014 0.011
C 0.268704 -0.993228 4.051331 -0.089 0.115 -0.073 -0.652
O -0.054678 -0.391150 2.974087 0.026 0.035 0.185 -0.136
C -0.813668 -1.815205 4.730210 0.063 -0.113 0.038 -0.150
C -1.151639 -1.432461 6.027133 -0.015 0.009 -0.041 -0.051
C -2.097089 -2.117812 6.772642 -0.022 -0.052 -0.041 -0.127
C -2.716328 -3.227650 6.207922 0.032 0.034 -0.018 -0.134
C -2.382917 -3.624492 4.923806 0.009 0.025 0.003 -0.155
C -1.423973 -2.944396 4.154473 -0.075 0.001 0.003 -0.605
S -1.004234 -3.642598 2.584865 0.009 0.001 0.103 0.571
H -0.634548 -0.579451 6.451800 0.006 -0.014 -0.008 0.110
H -2.339061 -1.801273 7.780977 -0.010 0.016 -0.010 0.080
H -3.456235 -3.788603 6.769618 -0.008 0.004 -0.011 0.081
H -2.857123 -4.494465 4.484088 0.004 0.012 0.002 0.078
C 1.934954 0.096766 -2.932760 0.040 0.074 -0.085 -0.057
C 2.410950 1.483616 -2.589843 0.000 -0.066 -0.023 -0.268
C 2.809037 2.341192 -3.613654 0.010 -0.018 0.004 -0.063
C 3.345510 3.592585 -3.349200 0.015 0.005 0.036 -0.108
C 3.514885 3.998951 -2.033389 -0.023 -0.026 -0.053 -0.097
C 3.114404 3.161169 -1.002657 -0.024 0.002 -0.010 -0.087
C 2.539002 1.916853 -1.258022 0.001 -0.016 0.034 -0.322
P 1.878091 0.817246 0.079611 0.188 0.194 0.014 1.180
C 2.104118 1.873034 1.575561 -0.074 0.076 0.113 -0.236
C 1.283999 3.023930 1.603475 -0.056 -0.083 -0.059 -0.351
C 1.171816 3.823594 2.730478 0.044 -0.002 0.059 -0.031
C 1.872333 3.488519 3.871414 -0.014 0.015 0.009 -0.090
C 2.691066 2.374491 3.871066 0.058 -0.009 -0.046 -0.069
C 2.822942 1.559476 2.747611 0.013 -0.029 0.001 -0.236
C 3.714114 0.352246 2.900295 -0.149 -0.049 -0.054 -0.040
C 3.146553 -0.511286 -0.029187 -0.003 0.445 -0.060 -0.328
C 4.380177 -0.259660 -0.639045 0.182 -0.022 0.051 -0.115
C 5.281337 -1.271370 -0.922302 -0.190 -0.111 0.080 -0.105
C 4.918042 -2.589044 -0.635639 -0.097 0.177 0.002 -0.099
C 3.698331 -2.841127 -0.036589 0.151 -0.052 -0.062 -0.044
C 2.804789 -1.816259 0.325619 -0.054 -0.519 0.060 -0.294
C 1.638497 -2.195193 1.141904 -0.147 0.359 0.094 -0.216
H 1.596103 0.050418 -3.968920 -0.003 0.035 -0.012 0.069
H 1.130502 -0.266124 -2.292334 -0.165 0.007 0.108 0.040
H 2.753348 -0.620671 -2.817761 0.002 0.025 -0.027 0.088
H 2.699730 2.007846 -4.641015 -0.013 0.012 0.016 0.101
H 3.633550 4.243920 -4.166759 0.008 -0.011 0.005 0.088
H 3.945430 4.967902 -1.807289 -0.010 -0.022 0.001 0.092
H 3.246429 3.479945 0.024489 -0.030 0.003 -0.033 0.103
H 0.375860 2.764229 -0.099925 0.016 -0.058 0.006 0.036
H 0.502538 4.673902 2.692996 0.011 -0.027 -0.022 0.112
H 1.759282 4.082974 4.771014 0.029 0.005 -0.017 0.094
H 3.227222 2.097954 4.770912 -0.029 -0.011 -0.015 0.102
H 4.297727 0.451338 3.816517 -0.008 -0.009 -0.025 0.075
H 4.394497 0.219548 2.063726 0.041 0.030 -0.054 0.065
H 3.105413 -0.549097 3.016557 0.057 0.128 -0.010 0.063
H 4.645252 0.757558 -0.896716 -0.007 0.025 0.003 0.103
H 6.241541 -1.039836 -1.367930 -0.024 -0.005 -0.024 0.088
H 5.589639 -3.408756 -0.866361 -0.019 0.007 -0.011 0.089
H 3.421754 -3.860951 0.207258 0.010 0.018 0.002 0.107
H 1.712525 -1.788873 2.152438 0.191 -0.141 -0.037 0.027
H 1.512925 -3.270886 1.205945 0.087 -0.072 0.037 0.022
C -2.783398 -1.826180 -3.198400 -0.147 0.137 0.003 -0.160
Si -1.212201 -2.538089 -2.443175 0.088 -0.036 -0.064 0.208
C -0.037079 -2.818438 -3.900978 0.147 0.037 -0.096 -0.184
C -1.673356 -4.280213 -1.867190 0.070 -0.060 0.195 -0.166
O -0.547958 -1.599936 -1.333885 -0.116 -0.009 -0.139 -0.453
H -3.189432 -2.495790 -3.966549 0.009 0.037 0.039 0.021
H -2.599020 -0.848434 -3.658179 -0.013 -0.058 0.022 0.013
H -3.549230 -1.686440 -2.426378 0.036 -0.008 -0.059 0.011
H -0.483905 -3.493207 -4.641640 0.032 0.045 0.041 0.014
H 0.901627 -3.266006 -3.553035 -0.063 0.038 -0.037 0.025
H 0.211789 -1.877677 -4.406089 -0.024 -0.086 0.049 0.004
H -1.592158 -4.999760 -2.688939 -0.014 0.022 0.022 0.016
H -2.697370 -4.313518 -1.488923 0.013 -0.022 -0.003 0.004
H -1.013526 -4.612584 -1.056695 -0.049 0.006 -0.076 0.029
```
Forces are in eV/Å.